Entry 1:
Computed, not measured: 10 unconnected molecules or ions with the total composition C23H63NO15P, with ωB97M-V with the def2-TZVPD basis set.

Largest force on an atom in eV Å⁻¹: 1.41
Frontier orbital gap (alpha / beta) in eV: 7.97 / 9.40
2S+1: 2
Total charge: 0

Atoms and positions in Å:
C  1.392  -0.923  2.474
C  2.693  -0.659  1.706
C  3.802  -1.286  2.564
C  2.744  -1.390  0.325
C  2.410  -0.561  -0.937
C  1.507  -1.266  -1.994
C  0.401  -2.197  -1.498
C  -0.431  -1.716  -0.302
C  -1.929  -1.653  -0.567
O  -2.233  -0.359  -1.141
C  -3.237  0.265  -0.491
O  -3.163  1.418  -0.121
P  3.993  -0.378  -1.812
O  4.601  -1.674  -2.167
O  3.693  0.519  -3.119
O  4.997  0.482  -0.926
C  1.833  0.877  -0.681
C  2.108  1.564  0.682
C  0.765  1.943  1.358
C  2.816  2.898  0.402
N  2.954  0.785  1.607
O  4.174  1.147  1.708
H  1.165  -1.984  2.450
H  1.584  -0.646  3.509
H  0.550  -0.337  2.126
H  3.901  -0.772  3.514
H  4.745  -1.333  2.032
H  3.503  -2.318  2.758
H  3.763  -1.757  0.223
H  2.127  -2.280  0.406
H  2.128  -1.818  -2.697
H  1.046  -0.473  -2.585
H  -0.278  -2.344  -2.339
H  0.801  -3.187  -1.281
H  -0.292  -2.409  0.526
H  -0.146  -0.734  0.054
H  -2.237  -2.452  -1.233
H  -2.438  -1.744  0.392
H  -4.126  -0.359  -0.322
H  4.462  0.388  -3.686
H  5.055  1.406  -1.208
H  2.227  1.527  -1.462
H  0.761  0.859  -0.859
H  0.890  2.087  2.425
H  0.408  2.869  0.914
H  0.000  1.198  1.155
H  3.734  2.770  -0.160
H  2.139  3.471  -0.232
H  2.962  3.474  1.310
C  6.902  -4.536  -3.569
O  7.630  -3.556  -2.841
H  7.598  -5.324  -3.851
H  6.107  -4.964  -2.952
H  6.465  -4.104  -4.473
H  7.005  -2.865  -2.596
C  7.899  2.523  -1.487
O  6.532  2.940  -1.483
H  8.168  2.294  -2.514
H  8.547  3.320  -1.118
H  8.036  1.629  -0.874
H  6.298  3.149  -0.574
C  0.401  3.726  5.132
O  -0.009  2.485  4.553
H  0.991  4.252  4.387
H  -0.465  4.337  5.396
H  1.014  3.563  6.020
H  -0.536  2.020  5.207
C  -4.731  2.580  -2.985
O  -5.517  3.614  -3.572
H  -3.835  2.461  -3.588
H  -4.441  2.833  -1.964
H  -5.283  1.632  -2.983
H  -6.306  3.721  -3.039
C  -5.166  -3.436  -0.544
O  -4.698  -2.536  -1.544
H  -4.365  -4.141  -0.335
H  -5.421  -2.903  0.376
H  -6.042  -3.989  -0.893
H  -5.408  -1.913  -1.725
C  -2.413  0.699  3.089
O  -2.675  -0.660  3.443
H  -2.294  0.738  2.014
H  -3.247  1.347  3.373
H  -1.492  1.055  3.559
H  -2.785  -0.705  4.395
C  -8.201  -0.276  -1.615
O  -6.940  -0.112  -0.970
H  -8.854  -0.839  -0.953
H  -8.656  0.696  -1.821
H  -8.074  -0.823  -2.550
H  -6.385  0.391  -1.574
C  -8.149  0.125  -5.288
O  -6.902  0.288  -4.613
H  -8.801  -0.457  -4.643
H  -8.618  1.091  -5.486
H  -8.016  -0.413  -6.230
H  -6.332  0.805  -5.188
C  1.172  -0.719  6.699
O  1.751  0.078  5.671
H  1.903  -1.473  6.979
H  0.933  -0.116  7.580
H  0.265  -1.220  6.347
H  1.115  0.751  5.412



Entry 2:
Computed, not measured: a molecular structure, C21H26F9N5O5Si2, with ωB97M-V with the def2-TZVPD basis set.

Largest force on an atom in eV Å⁻¹: 0.42
Frontier orbital gap in eV: 8.38
Total charge: 0

Atoms and positions in Å:
N  0.214  3.214  -1.547
C  -0.209  2.324  -0.760
N  0.106  2.437  0.624
N  -1.018  1.223  -1.200
C  -2.429  1.267  -0.770
C  -2.796  0.610  0.567
C  -2.821  -0.925  0.521
C  -1.455  -1.588  0.862
Si  -1.599  -2.462  2.486
O  -0.162  -3.170  2.948
Si  0.655  -2.671  4.279
C  2.247  -3.752  4.428
F  1.925  -5.049  4.680
F  2.949  -3.323  5.524
C  3.170  -3.729  3.170
F  2.954  -4.835  2.455
F  2.786  -2.666  2.400
C  4.711  -3.606  3.367
F  5.088  -4.401  4.375
F  5.304  -4.046  2.244
C  5.250  -2.164  3.607
F  5.308  -1.502  2.453
F  6.470  -2.232  4.132
F  4.467  -1.474  4.441
H  -0.147  3.010  -2.479
H  -0.483  3.128  1.077
H  -0.020  1.554  1.102
H  -0.591  0.338  -0.945
H  -2.735  2.317  -0.772
H  -3.014  0.777  -1.559
H  -3.784  0.986  0.853
H  -2.102  0.939  1.350
H  -3.608  -1.288  1.197
H  -3.132  -1.247  -0.480
H  -0.657  -0.836  0.900
H  -1.179  -2.323  0.098
H  -1.973  -1.493  3.553
H  -2.640  -3.504  2.414
H  -0.106  -2.944  5.510
H  1.089  -1.266  4.187
C  -2.727  8.659  -4.076
C  -3.660  7.638  -4.203
C  -3.636  6.561  -3.332
C  -2.668  6.537  -2.345
C  -1.726  7.538  -2.199
C  -1.762  8.608  -3.079
N  -2.633  5.396  -1.411
O  -3.441  4.499  -1.584
O  -1.800  5.415  -0.531
H  -2.751  9.497  -4.760
H  -4.409  7.678  -4.982
H  -4.348  5.753  -3.410
H  -0.983  7.470  -1.418
H  -1.033  9.401  -2.985
C  3.404  -3.827  -1.936
C  2.543  -3.838  -0.846
C  1.179  -3.987  -1.043
C  0.712  -4.115  -2.337
C  1.547  -4.109  -3.438
C  2.909  -3.963  -3.226
N  -0.743  -4.248  -2.548
O  -1.465  -4.174  -1.569
O  -1.138  -4.402  -3.685
H  4.469  -3.713  -1.777
H  2.930  -3.736  0.155
H  0.480  -4.001  -0.220
H  1.136  -4.210  -4.431
H  3.583  -3.952  -4.072



Entry 3:
Computed, not measured: 2 unconnected molecules or ions with the total composition C6H16NO, with ωB97M-V with the def2-TZVPD basis set.

Largest force on an atom in eV Å⁻¹: 1.40
Frontier orbital gap in eV: 9.75
ΔE to the lowest compared entry with this formula, charge and spin in kJ/mol: 83.4
Total charge: +1

Atoms and positions in Å:
C  -1.895  0.395  0.454
C  -1.674  0.246  -1.043
C  -0.406  -0.486  -1.492
C  2.371  1.807  0.013
C  1.098  1.263  -0.566
C  0.891  0.009  -0.931
N  -1.222  -0.693  1.218
H  -1.506  1.323  0.861
H  -2.948  0.379  0.734
H  -2.555  -0.242  -1.481
H  -1.758  1.229  -1.495
H  -0.603  -1.564  -1.375
H  -0.459  -0.461  -2.587
H  3.288  1.336  -0.322
H  2.414  2.886  -0.166
H  2.294  1.782  1.102
H  0.319  1.998  -0.701
H  1.664  -0.742  -0.865
H  -1.468  -1.637  0.911
H  -1.316  -0.598  2.229
H  -0.205  -0.692  1.024
H  1.648  -2.349  2.152
H  1.060  -2.950  0.842
O  0.966  -2.238  1.483



Entry 4:
Computed, not measured: a molecular structure, C9H15O2P, with ωB97M-V with the def2-TZVPD basis set.

Largest force on an atom in eV Å⁻¹: 4.08
Frontier orbital gap in eV: 9.47
ΔE to the lowest compared entry with this formula, charge and spin in kJ/mol: 6.0
Total charge: 0

Atoms and positions in Å:
C  0.228  1.472  -0.651
C  1.155  0.914  0.135
C  1.616  -2.064  -1.379
C  0.680  -2.032  -0.444
C  -1.062  0.825  -0.977
C  -1.908  0.597  0.323
C  2.402  1.597  0.609
C  -0.389  -3.048  -0.248
C  -2.153  1.936  1.037
O  1.499  -1.131  2.019
O  -1.365  -0.336  1.158
P  0.814  -0.716  0.808
H  0.385  2.484  -1.006
H  2.357  -1.288  -1.468
H  1.676  -2.881  -2.081
H  -1.639  1.432  -1.674
H  -0.907  -0.160  -1.421
H  -2.882  0.198  -0.019
H  2.958  1.996  -0.236
H  3.020  0.892  1.157
H  2.160  2.422  1.277
H  -1.322  -2.702  -0.693
H  -0.110  -3.994  -0.706
H  -0.572  -3.182  0.817
H  -1.218  2.466  1.197
H  -2.597  1.745  2.012
H  -2.826  2.558  0.454



Entry 5:
Computed, not measured: a single C5H5N molecule, with ωB97M-V with the def2-TZVPD basis set.

Largest force on an atom in eV Å⁻¹: 0.99
Frontier orbital gap (alpha / beta) in eV: 7.79 / 7.79
ΔE to the lowest compared entry with this formula, charge and spin in kJ/mol: 542.4
Total charge: 0

Atoms and positions in Å:
C  2.492  -0.326  0.087
C  1.378  0.331  -0.006
C  0.073  0.711  0.257
C  -1.008  -0.271  0.642
C  -1.991  -0.487  -0.429
N  -2.756  -0.633  -1.283
H  3.023  -0.737  -0.769
H  -0.228  1.747  0.119
H  1.065  0.867  -0.995
H  -0.562  -1.231  0.922
H  -1.543  0.119  1.518



> Look up the total charge of the second one.

0



Repeat the fifth record exactly.
Computed, not measured: a single C5H5N molecule, with ωB97M-V with the def2-TZVPD basis set.

Largest force on an atom in eV Å⁻¹: 0.99
Frontier orbital gap (alpha / beta) in eV: 7.79 / 7.79
ΔE to the lowest compared entry with this formula, charge and spin in kJ/mol: 542.4
Total charge: 0

Atoms and positions in Å:
C  2.492  -0.326  0.087
C  1.378  0.331  -0.006
C  0.073  0.711  0.257
C  -1.008  -0.271  0.642
C  -1.991  -0.487  -0.429
N  -2.756  -0.633  -1.283
H  3.023  -0.737  -0.769
H  -0.228  1.747  0.119
H  1.065  0.867  -0.995
H  -0.562  -1.231  0.922
H  -1.543  0.119  1.518



> total charge of number 2 (C21H26F9N5O5Si2)?

0